{
  "formula": "C4H4Cl2OS",
  "method": "the ωB97M-V functional and the def2-TZVPD basis",
  "elements": ["Cl", "Cl", "S", "O", "C", "C", "C", "C", "H", "H", "H", "H"],
  "coordinates": [[-2.40, -0.30, -1.19], [-1.74, -0.77, 1.55], [1.20, -2.09, -0.25], [-0.17, 1.52, -0.19], [0.19, -0.89, -0.28], [-1.30, -1.16, -0.13], [0.73, 0.46, -0.52], [1.02, 1.46, 0.57], [1.28, 0.54, -1.43], [0.89, 1.17, 1.65], [1.67, 2.30, 0.45], [-1.39, -2.25, -0.23]],
  "mol_weight_g_mol": 171.0,
  "energy_ha": -1548.550139,
  "de_lowest_ev": 2.045,
  "homo_ev": -9.4
}

***

{
  "formula": "C4H4Cl3F",
  "method": "the ωB97M-V functional and the def2-TZVPD basis",
  "elements": ["Cl", "Cl", "Cl", "F", "C", "C", "C", "C", "H", "H", "H", "H"],
  "coordinates": [[-2.21, -3.21, -0.87], [0.49, -2.69, -0.24], [-0.34, 2.50, -0.73], [1.46, 0.79, -1.13], [0.55, 1.12, -0.28], [0.97, 1.01, 1.15], [-0.95, -1.93, -0.57], [-1.21, -0.67, -0.63], [1.62, 1.83, 1.33], [-2.06, -0.23, -1.03], [1.56, 0.20, 1.18], [0.13, 1.28, 1.83]],
  "mol_weight_g_mol": 177.4,
  "energy_ha": -1635.095000,
  "de_lowest_ev": 4.095,
  "homo_ev": [-9.1, -8.8]
}

***

{
  "formula": "C4H4Cl3F",
  "method": "the ωB97M-V functional and the def2-TZVPD basis",
  "elements": ["Cl", "Cl", "Cl", "F", "C", "C", "C", "C", "H", "H", "H", "H"],
  "coordinates": [[-2.30, -0.47, -0.68], [0.02, 2.34, 1.58], [1.66, 1.19, -1.05], [-0.69, -0.10, 1.86], [0.78, -1.27, -0.23], [-0.99, 0.67, -0.44], [-0.32, 0.78, 0.90], [0.43, 0.20, -0.27], [-0.01, -1.83, 0.28], [-1.14, 1.57, -0.98], [0.84, -1.67, -1.26], [1.73, -1.40, 0.28]],
  "mol_weight_g_mol": 177.4,
  "energy_ha": -1635.229277,
  "de_lowest_ev": 0.441,
  "homo_ev": -10.4
}

***

{
  "formula": "C4H4Cl4F30NO8P5S2V3",
  "method": "the ωB97M-V functional and the def2-TZVPD basis",
  "elements": ["V", "V", "V", "Cl", "Cl", "Cl", "Cl", "S", "S", "P", "P", "P", "P", "P", "F", "F", "F", "F", "F", "F", "F", "F", "F", "F", "F", "F", "F", "F", "F", "F", "F", "F", "F", "F", "F", "F", "F", "F", "F", "F", "F", "F", "F", "F", "O", "O", "O", "O", "O", "O", "O", "O", "N", "C", "C", "C", "C", "H", "H", "H", "H"],
  "coordinates": [[-2.31, 1.09, 1.61], [-2.55, -1.97, -0.33], [2.35, 0.38, 1.58], [2.93, -5.03, -0.03], [1.92, -1.77, -5.59], [0.56, -5.88, -1.33], [0.33, 0.63, -6.24], [0.34, 3.40, 1.35], [-1.89, 3.92, -0.01], [0.70, -0.77, -0.80], [0.23, -0.21, 4.04], [-3.96, -0.77, 1.38], [-3.49, -3.57, -2.50], [4.93, 1.32, 1.17], [1.36, -1.61, 0.45], [-4.12, -2.35, -1.72], [5.97, 1.54, -0.08], [-2.67, -4.82, -3.21], [-2.92, -4.00, -1.12], [-2.02, 4.16, -2.54], [4.17, 1.03, 2.60], [-4.78, -4.58, -2.35], [1.68, -1.51, -1.85], [1.58, 0.66, 3.73], [3.56, 1.90, 0.45], [-0.13, 3.59, 4.02], [-0.60, 0.69, 2.95], [1.03, -1.09, 5.13], [4.52, -0.19, 0.79], [-0.03, 0.00, -2.09], [-0.39, -1.98, -1.02], [-0.27, 2.98, -1.98], [-2.29, 2.10, -1.98], [1.01, 5.24, 3.14], [6.18, 0.69, 1.89], [-1.12, 5.10, 2.74], [-0.42, 0.70, 5.23], [-3.97, -3.06, -3.92], [-2.25, -2.64, -2.57], [5.50, 2.71, 1.78], [0.91, -1.07, 2.80], [1.95, 0.25, -0.43], [-1.03, -1.18, 4.14], [-0.26, -0.02, 0.23], [-2.43, -1.00, 1.47], [-3.32, -0.09, 0.09], [-1.34, 5.29, 0.00], [-3.76, -2.24, 1.31], [-3.63, -0.12, 2.75], [1.22, 2.28, 1.71], [0.92, 4.33, 0.40], [-3.33, 3.81, 0.12], [-1.30, 2.79, 0.97], [0.67, -0.61, -5.04], [2.08, -5.06, -1.55], [-1.57, 3.22, -1.73], [0.05, 4.43, 2.97], [1.07, -0.14, -4.15], [-0.18, -1.18, -4.67], [1.89, -4.05, -1.93], [2.73, -5.65, -2.20]],
  "mol_weight_g_mol": 1277.7,
  "energy_ha": -10984.203802,
  "spin_multiplicity": 11,
  "charge": -1,
  "homo_ev": [-7.4, -8.6]
}

***

{
  "formula": "C4H4ClFOS",
  "method": "the ωB97M-V functional and the def2-TZVPD basis",
  "elements": ["Cl", "S", "F", "O", "C", "C", "C", "C", "H", "H", "H", "H"],
  "coordinates": [[1.37, 1.51, 0.31], [1.41, -2.36, 0.21], [-0.94, 1.66, -0.65], [-0.37, -0.14, 2.04], [0.40, -1.13, -0.10], [-0.51, -0.19, 0.82], [-0.10, 0.74, -0.30], [0.06, -0.37, -1.23], [-1.61, -0.51, 0.46], [0.58, 1.62, 2.16], [-1.07, -0.62, -1.54], [0.77, -0.21, -2.18]],
  "mol_weight_g_mol": 154.6,
  "energy_ha": -1188.044834,
  "de_lowest_ev": 7.138,
  "homo_ev": -8.4
}

***

{
  "formula": "C4H4ClFS2",
  "method": "the ωB97M-V functional and the def2-TZVPD basis",
  "elements": ["Cl", "S", "S", "F", "C", "C", "C", "C", "H", "H", "H", "H"],
  "coordinates": [[3.10, 1.77, -0.58], [0.74, -0.29, -1.24], [-1.74, -1.30, -2.54], [-1.13, -1.27, 1.09], [2.12, 1.11, 0.65], [1.16, 0.22, 0.40], [-0.98, -0.68, -1.22], [-1.72, -0.48, 0.12], [0.55, -0.27, 1.21], [-1.73, 0.59, 0.42], [2.36, 1.43, 1.68], [-2.73, -0.84, 0.01]],
  "mol_weight_g_mol": 170.7,
  "energy_ha": -1511.197169,
  "de_lowest_ev": 0.073,
  "homo_ev": -8.9
}

***

{
  "formula": "C4H4ClISi",
  "method": "the ωB97M-V functional and the def2-TZVPD basis",
  "elements": ["I", "Cl", "Si", "C", "C", "C", "C", "H", "H", "H", "H"],
  "coordinates": [[3.30, 0.03, -0.02], [-3.01, 0.34, -0.01], [-0.02, 1.42, -0.04], [-1.34, 0.10, 0.00], [0.58, -1.23, -0.05], [1.23, -0.05, -0.09], [-0.85, -1.19, -0.07], [-1.30, -2.09, 0.05], [0.26, 2.26, 1.11], [-0.03, 2.55, -1.14], [1.17, -2.14, 0.27]],
  "mol_weight_g_mol": 242.5,
  "energy_ha": -1202.124868,
  "de_lowest_ev": 0.727,
  "homo_ev": -8.4
}

***

{
  "formula": "C4H4ClN2O",
  "method": "the ωB97M-V functional and the def2-TZVPD basis",
  "elements": ["Cl", "O", "N", "N", "C", "C", "C", "C", "H", "H", "H", "H"],
  "coordinates": [[1.94, -1.08, -0.70], [1.35, 2.51, 0.26], [-0.05, -1.47, 0.96], [0.74, 1.37, 0.33], [-1.13, 0.17, -0.63], [-0.98, -1.01, 0.04], [-0.27, 1.27, -0.48], [1.14, -1.26, 0.78], [-2.13, 0.20, -1.18], [-0.50, 2.19, -1.01], [-1.97, -1.55, 0.10], [1.87, -1.34, 1.54]],
  "mol_weight_g_mol": 131.5,
  "energy_ha": -799.674775,
  "de_lowest_ev": 1.883,
  "charge": -1,
  "homo_ev": -2.5
}

***

What did the third record say?
{
  "formula": "C4H4Cl3F",
  "method": "the ωB97M-V functional and the def2-TZVPD basis",
  "elements": ["Cl", "Cl", "Cl", "F", "C", "C", "C", "C", "H", "H", "H", "H"],
  "coordinates": [[-2.30, -0.47, -0.68], [0.02, 2.34, 1.58], [1.66, 1.19, -1.05], [-0.69, -0.10, 1.86], [0.78, -1.27, -0.23], [-0.99, 0.67, -0.44], [-0.32, 0.78, 0.90], [0.43, 0.20, -0.27], [-0.01, -1.83, 0.28], [-1.14, 1.57, -0.98], [0.84, -1.67, -1.26], [1.73, -1.40, 0.28]],
  "mol_weight_g_mol": 177.4,
  "energy_ha": -1635.229277,
  "de_lowest_ev": 0.441,
  "homo_ev": -10.4
}